Computed, not measured: a 2-piece molecular cluster, CH5OPS2 overall, with the ωB97M-V functional and the def2-TZVPD basis.

Positions of all 10 atoms, in Å:
C  0.098  2.506  -0.469
O  0.282  1.142  -0.140
P  0.332  -0.395  -0.486
S  0.270  -0.384  -2.430
H  0.953  3.049  -0.938
H  0.105  2.950  0.558
H  -0.810  2.548  -1.069
S  -0.110  -3.300  1.339
H  -0.870  -4.354  1.079
H  -0.250  -3.762  2.557

The energy is -1254.04106 Ha. The molar mass comes out at 128.2 g/mol. As for the orbital gap: 8.556 eV. As for the LUMO energy: -0.486 eV. The value obtained for the energy above the lowest of the compared OMol25 structures with the same formula, charge and spin is 2.0713 eV. Its structure (SMILES) is COP=S.S. The calculation puts the largest force on an atom at 2.608 eV Å⁻¹.

Computed, not measured: C12H44F2HgNO14S2 as an isolated structure, with the ωB97M-V functional and the def2-TZVPD basis.

Positions of all 76 atoms, in Å:
Hg  -1.227  -0.168  -3.340
N  -0.802  0.326  -1.305
S  0.223  1.229  -0.513
O  1.361  0.625  0.111
O  -0.441  2.245  0.245
F  0.821  1.908  -1.811
S  -1.167  -0.732  0.007
O  -1.940  -0.155  1.041
O  -0.197  -1.746  0.319
F  -2.213  -1.574  -0.859
C  -3.576  2.771  1.991
O  -3.924  1.438  2.338
H  -2.878  3.151  2.738
H  -3.074  2.827  1.019
H  -4.472  3.380  1.911
H  -3.283  0.821  1.973
C  4.740  -0.299  3.523
O  3.497  -0.431  2.841
H  4.846  -1.104  4.245
H  5.617  -0.305  2.873
H  4.706  0.651  4.067
H  3.378  0.339  2.280
C  3.719  -0.141  -2.528
O  3.320  -1.293  -3.291
H  4.478  0.438  -3.048
H  2.832  0.477  -2.371
H  4.009  -0.346  -1.495
H  4.032  -1.395  -3.928
C  -2.056  4.299  -1.990
O  -0.988  4.067  -2.891
H  -1.746  4.230  -0.940
H  -2.477  5.306  -2.055
H  -2.867  3.570  -2.044
H  -0.198  4.328  -2.410
O  1.839  -2.571  2.073
H  1.289  -2.257  1.344
H  2.081  -1.765  2.565
O  -0.627  -2.373  -3.150
H  -0.688  -3.093  -3.799
H  0.021  -2.673  -2.486
C  4.491  5.070  -2.279
C  3.428  4.160  -2.910
O  4.003  3.443  -4.001
H  5.292  4.495  -1.817
H  4.030  5.561  -1.411
H  4.855  5.879  -2.909
H  2.614  4.805  -3.244
H  3.181  3.442  -2.133
H  4.207  4.051  -4.718
C  0.197  2.065  3.325
C  -0.847  1.504  4.262
O  -0.201  0.951  5.431
H  0.914  2.731  3.805
H  -0.375  2.669  2.617
H  0.781  1.268  2.864
H  -1.489  0.724  3.862
H  -1.489  2.294  4.669
H  0.136  1.684  5.952
C  -1.317  -5.260  -0.280
C  0.052  -5.857  0.066
O  0.962  -4.803  0.342
H  -1.628  -4.486  0.421
H  -2.087  -6.026  -0.374
H  -1.214  -4.721  -1.231
H  0.406  -6.458  -0.783
H  0.088  -6.580  0.878
H  1.012  -4.245  -0.438
C  -5.046  -4.106  0.533
C  -4.836  -3.298  -0.721
O  -6.024  -3.409  -1.506
H  -4.257  -4.097  1.281
H  -5.395  -5.105  0.277
H  -5.900  -3.630  1.024
H  -3.951  -3.569  -1.315
H  -4.690  -2.237  -0.477
H  -5.871  -2.909  -2.312

The energy is -2740.64483 Ha. The molar mass comes out at 729.2 g/mol. As for the orbital gap: 2.258 eV. The charge is +1. As for the LUMO energy: -9.336 eV. The value obtained for the energy above the lowest of the compared OMol25 structures with the same formula, charge and spin is 1.0042 eV. The calculation puts the largest force on an atom at 6.956 eV Å⁻¹.

Computed, not measured: a 10-piece molecular cluster, C6H29NO9 overall, with the ωB97M-V functional and the def2-TZVPD basis.

Positions of all 45 atoms, in Å:
C  -0.894  -2.057  2.608
C  -1.545  -0.895  2.489
N  -1.019  0.326  2.874
C  -1.468  1.575  2.224
C  -0.458  2.178  1.273
C  -0.728  2.520  0.024
C  0.277  3.208  -0.864
H  0.116  -2.241  2.955
H  -1.388  -3.008  2.462
H  -2.594  -0.912  2.214
H  -0.020  0.287  3.076
H  -2.421  1.387  1.732
H  -1.638  2.304  3.025
H  0.493  2.353  1.751
H  -1.705  2.359  -0.423
H  1.091  3.623  -0.274
H  0.756  2.493  -1.534
H  -0.171  4.019  -1.437
O  2.052  0.377  2.715
H  1.936  -0.399  2.106
H  2.657  0.077  3.402
O  -2.690  -0.643  -0.572
H  -2.321  -0.185  0.188
H  -1.951  -1.242  -0.857
O  2.046  -3.431  -1.313
H  1.103  -3.284  -1.472
H  2.098  -3.375  -0.366
O  3.735  1.153  0.112
H  3.406  0.985  1.006
H  3.416  0.428  -0.472
O  2.556  -0.806  -1.600
H  1.846  -0.578  -2.183
H  2.642  -1.792  -1.662
O  -2.990  0.581  -3.001
H  -3.393  1.466  -2.985
H  -3.054  0.194  -2.091
O  -0.593  -2.037  -1.784
H  -0.506  -1.260  -2.388
H  -1.008  -2.735  -2.340
O  1.537  -1.554  0.862
H  0.571  -1.528  0.811
H  1.894  -1.098  0.060
O  -0.380  0.035  -3.499
H  -1.351  0.233  -3.471
H  0.055  0.899  -3.381

The energy is -977.92265 Ha. The molar mass comes out at 259.3 g/mol. As for the orbital gap: 8.346 eV. As for the LUMO energy: 0.147 eV. The value obtained for the energy above the lowest of the compared OMol25 structures with the same formula, charge and spin is 2.1525 eV. Its structure (SMILES) is C=CNC/C=C/C.O.O.O.O.O.O.O.O.O. The calculation puts the largest force on an atom at 1.207 eV Å⁻¹.

Computed, not measured: C7H13N3O4S as an isolated structure, with the ωB97M-V functional and the def2-TZVPD basis.

Positions of all 28 atoms, in Å:
C  -1.792  -0.233  -0.987
C  -1.391  0.544  0.213
C  -1.993  -1.665  -0.589
C  -0.740  -2.422  -0.318
C  0.688  1.721  0.733
C  1.613  2.732  0.096
C  1.824  0.608  1.206
H  -0.242  -0.686  -2.329
H  -1.069  0.867  -2.419
H  -2.684  0.252  -1.135
H  -2.368  -1.432  0.590
H  -2.773  -2.198  -1.268
H  -0.014  -4.596  -0.682
H  -1.878  -4.379  -0.616
H  0.074  0.992  -1.041
H  0.249  2.260  1.649
H  2.960  0.729  0.530
H  1.313  -0.402  1.146
H  2.804  -0.453  3.105
H  2.634  4.258  0.385
N  -1.178  -0.062  -2.158
N  -0.933  -3.830  -0.203
N  -0.421  1.487  -0.208
O  -1.549  0.205  1.358
O  0.344  -1.693  -0.188
O  1.829  2.836  -1.054
O  2.220  3.606  0.991
S  2.470  0.953  3.195

The energy is -1137.77513 Ha. The molar mass comes out at 235.3 g/mol. As for the orbital gap: 8.982 eV. As for the LUMO energy: 0.069 eV. The value obtained for the energy above the lowest of the compared OMol25 structures with the same formula, charge and spin is 6.4504 eV. The calculation puts the largest force on an atom at 7.745 eV Å⁻¹.

Computed, not measured: C23H43BBaCl2F4N3O4Si as an isolated structure, with the ωB97M-V functional and the def2-TZVPD basis.

Positions of all 82 atoms, in Å:
C  -1.540  -0.567  -3.934
C  -1.143  -1.948  -3.480
H  -1.261  -0.410  -4.987
H  -1.082  0.243  -3.320
H  -2.639  -0.475  -3.837
C  -0.652  -2.973  -4.209
C  -0.487  -2.965  -5.671
H  -0.348  -3.877  -3.670
H  -0.732  -1.998  -6.123
H  -1.146  -3.734  -6.084
H  0.541  -3.240  -5.927
Ba  -0.549  0.163  -0.037
Cl  -0.375  2.601  -1.861
C  -0.274  -2.591  1.615
O  0.740  -2.076  1.126
N  -0.111  -3.521  2.565
C  1.249  -3.671  3.047
C  -1.132  -4.493  2.863
H  -1.348  -2.326  1.401
H  1.835  -2.792  2.753
H  1.689  -4.570  2.596
H  1.214  -3.767  4.131
H  -2.054  -4.173  2.344
H  -1.267  -4.505  3.956
H  -0.799  -5.478  2.481
H  0.773  2.965  4.734
H  -1.373  4.339  4.054
C  1.101  3.076  3.704
C  -0.950  4.399  3.037
N  -0.092  3.252  2.876
H  1.646  2.177  3.391
C  -0.117  2.556  1.735
O  0.908  1.958  1.389
H  -1.726  4.295  2.254
H  -1.157  2.466  1.261
H  1.756  3.950  3.593
H  -0.349  5.321  2.882
H  1.428  -0.303  -3.772
H  2.348  -2.675  -3.511
C  2.242  0.079  -3.135
C  3.189  -2.209  -2.969
N  2.755  -0.998  -2.291
H  1.868  0.909  -2.525
C  2.750  -0.930  -0.937
O  2.415  0.095  -0.306
H  3.566  -2.895  -2.200
H  2.974  -1.903  -0.445
H  3.048  0.430  -3.797
H  3.995  -1.962  -3.679
O  0.085  -1.672  -1.888
C  -1.176  -2.132  -1.976
C  0.089  -4.077  -0.992
C  -1.145  -3.515  -1.356
H  1.013  -3.489  -1.086
C  0.104  -5.392  -0.537
H  -2.080  -1.566  -1.599
C  -2.363  -4.179  -1.209
H  1.064  -5.848  -0.287
C  -1.105  -6.089  -0.430
C  -2.332  -5.492  -0.754
H  -3.267  -3.622  -1.500
H  -1.099  -7.118  -0.083
H  -3.280  -6.017  -0.668
Si  -0.429  6.665  -3.412
Cl  -0.715  5.957  -5.347
C  1.404  6.513  -3.045
C  -1.476  5.616  -2.290
C  -0.983  8.465  -3.401
H  1.713  5.462  -3.111
H  1.606  6.873  -2.028
H  1.996  7.106  -3.753
H  -0.395  9.065  -4.107
H  -0.853  8.889  -2.396
H  -2.042  8.549  -3.676
H  -1.161  4.556  -2.338
H  -2.536  5.684  -2.562
H  -1.355  5.943  -1.251
F  -0.456  -0.120  2.376
B  -0.102  -0.127  3.790
F  -0.648  -1.341  4.320
F  1.298  -0.012  4.032
F  -0.763  1.041  4.301

The energy is -3027.57369 Ha. The molar mass comes out at 748.7 g/mol. As for the orbital gap: 6.362 eV. The charge is -1. As for the LUMO energy: 2.005 eV. The value obtained for the energy above the lowest of the compared OMol25 structures with the same formula, charge and spin is 0.1441 eV. The calculation puts the largest force on an atom at 4.361 eV Å⁻¹.

Computed, not measured: an isolated ion of composition C4H8N3S2 and charge +1, with the ωB97M-V functional and the def2-TZVPD basis.

Positions of all 17 atoms, in Å:
C  -0.088  -0.333  0.258
C  0.864  1.837  0.354
C  -1.421  -2.532  0.370
C  -1.289  -1.072  0.051
N  0.009  0.895  0.057
N  2.658  -0.586  0.329
N  0.738  2.909  -0.732
S  1.316  -1.436  0.575
S  2.799  1.022  0.413
H  -0.869  -2.778  1.249
H  -0.910  -3.031  -0.399
H  -2.467  -2.874  0.646
H  -1.907  -0.476  0.709
H  -1.677  -0.826  -1.016
H  0.848  2.477  -1.611
H  1.595  3.525  -0.654
H  -0.200  3.278  -0.598

The energy is -1117.43334 Ha. The molar mass comes out at 162.3 g/mol. As for the orbital gap (alpha / beta): 5.915 / 7.469 eV. The charge is +1. As for the LUMO energy (alpha / beta): -6.004 / -4.943 eV. The value obtained for the energy above the lowest of the compared OMol25 structures with the same formula, charge and spin is 4.0536 eV. The calculation puts the largest force on an atom at 5.301 eV Å⁻¹.